[1]
Entry from the OMol25 dataset: one molecule with the formula C6H10O7S at a distorted geometry (ωB97M-V/def2-TZVPD).

```
24
Properties=species:S:1:pos:R:3:nbo_charge:R:1
O -3.243 0.909 0.793 -0.46
O -1.361 -0.957 2.970 -0.45
O 1.194 1.431 -2.183 -0.93
O 2.510 0.944 -0.164 -0.94
O 1.751 -1.218 -2.304 -0.75
O 1.290 -1.647 0.329 -0.73
O 0.907 2.855 -0.106 -0.85
C -3.000 0.194 1.748 0.33
C -1.625 -0.152 2.088 0.45
C 0.412 -1.547 -1.879 -0.09
C -0.376 0.545 1.512 -0.51
C 0.147 -1.221 -0.363 0.07
C -0.165 0.296 -0.026 -0.43
S 1.222 1.365 -0.725 2.28
H 1.817 -0.291 -2.632 0.50
H 2.123 -1.213 -0.018 0.51
H 1.840 3.148 0.017 0.51
H -3.747 -0.313 2.315 0.15
H -0.268 -1.035 -2.542 0.18
H 0.240 -2.622 -1.982 0.19
H 0.534 0.215 2.059 0.27
H -0.444 1.616 1.708 0.25
H -0.686 -1.877 -0.045 0.20
H -1.073 0.575 -0.569 0.26
```

Energy   -31549.6829 eV
LUMO level   -1.46 eV
Orbital gap   0.323 hartree

=====

[2]
Entry from the OMol25 dataset: one molecule with the formula C6H10OS at a distorted geometry (ωB97M-V/def2-TZVPD).

```
18
Properties=species:S:1:pos:R:3:nbo_charge:R:1
C 2.323 -1.454 -0.564 -0.67
C 1.743 -0.113 -0.008 -0.08
C 2.570 0.855 0.608 -0.32
C 0.188 0.070 -0.042 -0.02
C -0.719 -1.143 0.350 -0.50
C -2.196 -0.853 0.625 -0.08
H 3.467 -1.502 -0.346 0.23
H 2.196 -1.797 -1.737 0.24
H 1.991 -2.370 -0.093 0.23
H 2.194 1.819 0.938 0.22
H 3.587 0.625 0.743 0.20
H -0.707 -1.743 -0.480 0.24
H -0.210 -1.495 1.319 0.23
H -2.401 -0.209 1.439 0.17
H -2.695 -1.778 1.106 0.19
H -2.061 0.641 -0.545 0.44
O -2.751 -0.225 -0.570 -0.77
S -0.425 1.590 -0.225 0.06
```

Energy   -19263.6301 eV
LUMO level   -0.83 eV
Orbital gap   0.300 hartree

=====

[3]
Entry from the OMol25 dataset: a 2-piece molecular cluster, C6H10OS overall at a distorted geometry (ωB97M-V/def2-TZVPD).

```
18
Properties=species:S:1:pos:R:3:nbo_charge:R:1
C 0.160 -0.416 -2.156 -0.64
C 0.482 -0.196 -0.627 -0.06
C 0.521 -1.261 0.352 -0.31
C 0.079 -0.691 1.707 -0.42
C -0.076 0.867 1.474 -0.46
C -0.392 0.947 0.050 0.04
H -0.923 -0.547 -2.326 0.25
H 0.783 0.364 -2.663 0.22
H 0.705 -1.267 -2.578 0.22
H 0.319 -2.299 0.265 0.24
H 0.861 -0.901 2.429 0.23
H -0.930 -1.088 1.960 0.22
H 0.917 1.480 1.420 0.24
H -0.721 1.391 2.360 0.24
H -0.162 2.010 -0.421 0.18
H -2.107 1.808 -0.999 0.42
O -1.707 0.367 -0.344 -0.66
S 2.190 -0.567 0.097 0.04
```

Energy   -19261.2500 eV
LUMO level   -1.38 eV
Orbital gap   0.264 hartree

=====

[4]
Entry from the OMol25 dataset: a 2-piece molecular cluster, C6H10S overall at a distorted geometry (ωB97M-V/def2-TZVPD).

```
17
Properties=species:S:1:pos:R:3:nbo_charge:R:1
C 0.835 -1.851 -1.684 -0.21
C 0.568 -0.879 -1.063 -0.05
C -2.233 -0.292 -0.191 -0.65
C 1.209 1.444 -0.515 -0.64
C -1.076 0.669 0.010 -0.13
C 0.105 0.415 -0.463 -0.11
S 1.966 -1.053 2.390 -0.30
H 1.035 -2.701 -2.226 0.23
H -2.894 -0.238 0.685 0.22
H -2.921 0.112 -1.022 0.22
H -1.749 -1.228 -0.452 0.23
H 1.304 1.908 -1.543 0.24
H 0.999 2.229 0.291 0.22
H 2.108 0.851 -0.074 0.23
H -1.310 1.572 0.505 0.20
H 2.151 -1.861 1.416 0.13
H 1.026 -0.357 1.505 0.17
```

Energy   -17216.0318 eV
LUMO level   0.91 eV
Orbital gap   0.374 hartree

=====

[5]
Entry from the OMol25 dataset: C6H10S as an isolated structure at a distorted geometry (ωB97M-V/def2-TZVPD).

```
17
Properties=species:S:1:pos:R:3:nbo_charge:R:1
C 0.983 -1.679 -0.370 -0.50
C 1.542 -1.099 0.854 -0.19
C -1.335 -0.955 0.234 -0.32
C -0.079 -0.584 -0.140 -0.03
C 0.366 1.938 0.513 -0.62
C 0.194 0.853 -0.621 -0.43
S -2.824 -0.204 -0.023 0.14
H 1.404 -1.392 -1.313 0.21
H 0.646 -2.672 -0.471 0.19
H 1.169 -1.633 1.711 0.12
H -1.462 -2.041 0.440 0.23
H 0.051 2.917 0.134 0.21
H 1.490 2.084 0.658 0.24
H -0.226 1.689 1.415 0.22
H 1.053 0.721 -1.273 0.22
H -0.594 1.091 -1.516 0.19
H -2.377 0.964 -0.231 0.12
```

Energy   -17214.1936 eV
LUMO level   -0.03 eV
Orbital gap   0.294 hartree

=====

[6]
Entry from the OMol25 dataset: one molecule with the formula C6H10S at a distorted geometry (ωB97M-V/def2-TZVPD).

```
17
Properties=species:S:1:pos:R:3:nbo_charge:R:1
C 2.927 0.605 -0.053 -0.75
C 0.401 -0.420 -0.004 -0.19
C -0.112 0.820 -0.005 -0.25
C -1.630 0.838 0.097 -0.42
C -2.015 -0.657 -0.206 -0.39
C -0.702 -1.469 0.118 -0.43
H 4.036 0.322 -0.045 0.24
H 2.645 1.143 -0.934 0.22
H 2.698 1.147 0.874 0.22
H 0.447 1.753 -0.038 0.21
H -1.939 1.127 1.105 0.20
H -2.169 1.603 -0.609 0.21
H -2.918 -0.988 0.293 0.21
H -2.318 -0.767 -1.264 0.20
H -0.788 -1.808 1.212 0.21
H -0.591 -2.283 -0.522 0.22
S 2.027 -0.966 -0.019 0.29
```

Energy   -17218.7000 eV
LUMO level   0.96 eV
Orbital gap   0.328 hartree

=====

[7]
Entry from the OMol25 dataset: a 2-piece molecular cluster, C6H10S overall at a distorted geometry (ωB97M-V/def2-TZVPD).

```
17
Properties=species:S:1:pos:R:3:lowdin_spin:R:1
C -0.263 -0.242 2.513 0.04
C -1.226 -0.054 1.804 0.01
C -1.098 -1.219 -1.178 0.06
C 1.294 -0.730 -0.205 0.06
C 0.666 2.606 -0.504 0.69
C -0.036 -0.183 -0.689 0.61
S -0.386 1.402 -1.009 0.37
H 0.563 -0.520 3.116 0.00
H -1.049 -1.996 -0.499 0.00
H -1.024 -1.483 -2.186 0.02
H -2.057 -0.684 -0.830 0.01
H 1.733 -0.033 0.479 0.00
H 1.168 -1.701 0.243 0.00
H 1.814 -0.821 -1.275 0.04
H 1.718 2.378 -0.266 0.04
H -2.149 -0.243 1.307 0.00
H 0.333 3.522 -0.821 0.04
```

Energy   -17212.3166 eV
⟨S²⟩   2.009
LUMO level (spin up / spin down)   0.96 / -0.53 eV
Spin multiplicity   3
Orbital gap (spin up / spin down)   0.237 / 0.349 hartree

=====

[8]
Entry from the OMol25 dataset: C6H10S2 as an isolated structure at a distorted geometry (ωB97M-V/def2-TZVPD).

```
18
Properties=species:S:1:pos:R:3:nbo_charge:R:1
C 1.292 1.762 -0.304 -0.60
C 1.304 0.610 0.660 -0.48
C 1.703 -0.685 -0.032 -0.27
C -1.144 -0.930 -0.409 -0.16
C -1.850 -1.521 0.818 -0.65
C -1.607 0.137 -1.118 -0.38
H 0.664 1.780 -1.193 0.22
H 2.272 1.850 -0.763 0.22
H 1.106 2.629 0.279 0.22
H 0.261 0.483 1.111 0.22
H 1.988 0.741 1.496 0.24
H -1.370 -1.209 1.770 0.22
H -1.870 -2.595 0.747 0.23
H -2.874 -1.251 0.844 0.22
H -2.596 0.564 -0.988 0.21
H -0.952 0.728 -1.926 0.21
S 3.159 -1.413 -0.226 -0.01
S 0.515 -1.681 -0.765 0.36
```

Energy   -28052.9645 eV
LUMO level   0.03 eV
Orbital gap   0.312 hartree